DFT (the ωB97M-V functional and the def2-TZVPD basis) results for a cluster of 2 separate species, C22H42BN6O3 in total.

Kohn-Sham gap = 7.961 eV
LUMO = -3.90 eV
HOMO level = -11.86 eV
total charge = +1
E = -1442.22034 Eh
max |F| = 0.1277 hartree/bohr

Geometry (Å):
C: -3.943 1.776 -4.191
C: -3.750 1.253 -2.685
C: -4.003 -0.346 -2.630
C: -2.244 1.526 -2.101
C: -2.387 1.528 -0.506
C: -1.018 1.913 0.290
B: 0.304 1.856 -0.646
N: 0.703 3.038 -1.508
O: 1.190 0.713 -0.814
N: -1.205 3.395 0.633
C: -0.112 3.886 1.438
N: 0.296 5.175 1.165
N: 0.574 3.216 2.516
C: 1.984 3.612 2.667
C: 2.612 4.007 4.055
C: 4.114 4.346 4.031
N: 5.050 4.355 2.970
C: 4.527 4.034 1.690
C: 3.045 3.661 1.526
C: 0.342 1.738 2.610
N: 1.566 0.938 2.454
C: -0.926 1.230 1.733
C: -1.228 -0.330 1.831
C: -0.283 -1.344 1.051
C: -0.781 -1.740 -0.443
C: -0.323 -2.750 1.890
H: -2.955 1.960 -4.734
H: -4.633 2.703 -4.230
H: -4.523 0.947 -4.752
H: -4.501 1.743 -1.954
H: -3.071 -0.936 -2.930
H: -4.323 -0.655 -1.570
H: -4.860 -0.667 -3.329
H: -1.619 0.645 -2.516
H: -1.938 2.536 -2.557
H: -3.186 2.327 -0.250
H: -2.832 0.529 -0.195
H: -0.121 3.497 -1.914
H: 1.389 2.757 -2.219
H: 2.073 1.044 -1.096
H: -1.366 3.955 -0.213
H: 0.842 5.422 0.334
H: 0.076 5.942 1.827
H: 1.978 4.023 5.016
H: 4.554 4.616 5.063
H: 5.256 4.023 0.802
H: 2.691 3.385 0.464
H: -0.006 1.553 3.701
H: 2.040 1.053 1.554
H: 1.468 -0.036 2.750
H: -1.813 1.717 2.312
H: -1.160 -0.606 2.955
H: -2.318 -0.593 1.546
H: 0.820 -1.076 0.982
H: -1.022 -2.872 -0.471
H: 0.044 -1.594 -1.230
H: -1.738 -1.212 -0.767
H: -0.139 -2.535 3.006
H: 0.567 -3.360 1.507
H: -1.307 -3.290 1.686
O: -0.804 -5.449 -2.542
C: 0.120 -5.930 -1.928
O: 0.843 -5.166 -1.087
C: 1.829 -5.670 -0.174
C: 3.175 -5.816 -0.853
C: 0.537 -7.357 -2.158
H: 1.492 -6.597 0.295
H: 1.910 -4.932 0.627
H: 3.137 -6.536 -1.673
H: 3.933 -6.146 -0.139
H: 3.491 -4.862 -1.284
H: 1.196 -7.401 -3.027
H: -0.358 -7.949 -2.355
H: 1.026 -7.815 -1.301

Forces on atoms 1 to 2 (eV/Å):
C -0.960 -0.441 0.142
C 0.390 -0.821 0.112

DFT (the ωB97M-V functional and the def2-TZVPD basis) results for a structure of composition C22H42BaCl3N2O4SSi.

Kohn-Sham gap = 7.079 eV
LUMO = 2.22 eV
HOMO level = -4.86 eV
total charge = -1
ΔE to the lowest compared entry with this formula, charge and spin = 0.0 kcal/mol
E = -3367.94021 Eh
max |F| = 0.0760 hartree/bohr

Geometry (Å):
C: -1.956 -2.244 -4.227
C: -1.406 -2.492 -2.858
H: -2.096 -3.203 -4.752
H: -1.285 -1.614 -4.838
H: -2.936 -1.750 -4.134
C: -0.678 -3.591 -2.570
C: -0.499 -4.718 -3.533
H: -0.275 -3.746 -1.564
H: 0.197 -4.461 -4.351
H: -1.459 -5.038 -3.981
H: -0.082 -5.596 -3.018
Ba: 2.114 1.938 1.371
Cl: -0.943 2.046 1.849
Cl: 4.065 3.615 -0.078
H: 0.423 7.366 4.736
H: -1.622 6.700 4.204
C: 1.010 6.759 4.046
C: -1.312 6.271 3.243
N: 0.100 5.896 3.314
H: 1.742 6.158 4.590
C: 0.597 4.857 2.632
O: 1.763 4.440 2.737
H: -1.906 5.375 3.024
H: -0.135 4.363 1.962
H: 1.554 7.427 3.368
H: -1.491 7.014 2.449
H: 1.821 -1.513 -2.617
H: 1.803 -4.150 -1.451
C: 2.868 -1.586 -2.297
C: 2.851 -3.843 -1.363
N: 2.975 -2.420 -1.118
H: 3.182 -0.573 -2.057
C: 3.395 -1.972 0.106
O: 3.592 -0.799 0.421
H: 3.283 -4.382 -0.521
H: 3.572 -2.820 0.809
H: 3.444 -1.998 -3.132
H: 3.376 -4.134 -2.281
O: -0.853 -0.266 -2.000
C: -1.700 -1.426 -1.829
C: -0.276 -1.848 0.201
C: -1.511 -2.001 -0.427
H: 0.431 -1.109 -0.204
C: 0.076 -2.703 1.258
H: -2.745 -1.104 -1.903
C: -2.471 -2.873 0.116
H: 1.070 -2.614 1.708
C: -0.842 -3.652 1.726
C: -2.129 -3.705 1.179
H: -3.444 -2.944 -0.372
H: -0.554 -4.356 2.513
H: -2.864 -4.406 1.586
Si: -1.018 1.249 -2.583
Cl: 1.699 0.850 -1.040
C: 0.210 2.818 -2.774
C: -2.209 2.200 -1.528
C: -0.877 1.085 -4.437
H: 0.300 3.403 -1.851
H: -0.295 3.473 -3.504
H: 1.208 2.592 -3.174
H: 0.094 0.622 -4.698
H: -0.939 2.095 -4.873
H: -1.692 0.489 -4.848
H: -2.419 1.706 -0.570
H: -3.126 2.331 -2.113
H: -1.820 3.199 -1.280
C: 0.173 -1.827 4.742
S: 0.064 -0.321 3.799
C: -0.695 0.757 5.013
O: 1.483 0.157 3.580
H: -0.531 -1.776 5.577
H: 1.203 -1.923 5.094
H: -0.103 -2.659 4.084
H: 0.085 1.180 5.654
H: -1.214 1.548 4.461
H: -1.416 0.178 5.598

Forces on atoms 1 to 2 (eV/Å):
C -0.212 -0.246 -0.268
C 0.796 -0.557 0.192

DFT (the ωB97M-V functional and the def2-TZVPD basis) results for a cluster of 8 separate species, C22H42Br14O4S in total.

Kohn-Sham gap = 8.967 eV
LUMO = 0.15 eV
HOMO level = -8.81 eV
SMILES = CCO[C@@H]1OC(=O)[C@H](S)[C@H]1CCO.BrCCBr.BrCCBr.BrCCBr.BrCCBr.BrCCBr.BrCCBr.BrCCBr
E = -37598.82753 Eh
max |F| = 0.0470 hartree/bohr

Geometry (Å):
C: 6.625 -2.050 0.088
C: 6.214 -2.205 -1.366
O: 4.939 -1.634 -1.627
C: 4.964 -0.339 -2.086
O: 5.093 0.561 -0.956
C: 3.875 0.395 -0.295
O: 3.812 0.243 0.909
C: 2.793 0.350 -1.377
S: 1.511 -0.898 -1.086
C: 3.612 0.044 -2.645
C: 3.658 1.226 -3.616
C: 4.307 2.493 -3.082
O: 5.727 2.430 -3.164
H: 5.757 -2.054 0.737
H: 7.316 -2.828 0.391
H: 7.114 -1.091 0.227
H: 6.178 -3.248 -1.660
H: 6.961 -1.732 -2.004
H: 5.742 -0.156 -2.820
H: 2.310 1.306 -1.551
H: 1.002 -0.583 0.119
H: 3.138 -0.763 -3.201
H: 4.205 0.911 -4.502
H: 2.644 1.476 -3.917
H: 4.023 2.665 -2.047
H: 3.982 3.362 -3.646
H: 6.064 2.272 -2.285
Br: -0.096 -3.828 0.388
C: -1.910 -3.625 -0.312
C: -2.045 -3.960 -1.772
Br: -1.346 -2.555 -2.923
H: -2.200 -2.599 -0.105
H: -2.513 -4.305 0.285
H: -3.098 -4.047 -2.034
H: -1.529 -4.869 -2.046
Br: -2.374 0.387 -0.033
C: -4.175 0.321 -0.779
C: -4.160 -0.134 -2.211
Br: -3.534 1.273 -3.398
H: -4.597 1.313 -0.664
H: -4.726 -0.380 -0.157
H: -5.169 -0.369 -2.541
H: -3.510 -0.988 -2.371
Br: -1.415 2.133 4.686
C: -0.964 0.375 3.979
C: 0.498 0.268 3.638
Br: 0.904 1.213 1.986
H: -1.604 0.210 3.118
H: -1.223 -0.328 4.767
H: 0.769 -0.770 3.455
H: 1.146 0.680 4.406
Br: -7.675 0.836 -0.608
C: -7.426 2.718 -0.172
C: -8.639 3.537 -0.517
Br: -8.786 3.833 -2.433
H: -6.540 3.046 -0.702
H: -7.239 2.747 0.899
H: -8.562 4.526 -0.072
H: -9.563 3.066 -0.201
Br: 3.550 2.444 5.947
C: 3.722 3.270 4.191
C: 3.877 4.763 4.290
Br: 2.189 5.643 4.694
H: 2.847 2.978 3.622
H: 4.607 2.820 3.748
H: 4.193 5.173 3.334
H: 4.578 5.059 5.062
Br: -3.626 -7.170 0.828
C: -3.288 -8.168 -0.809
C: -1.916 -8.786 -0.817
Br: -0.517 -7.477 -1.165
H: -3.439 -7.481 -1.634
H: -4.051 -8.942 -0.836
H: -1.837 -9.513 -1.621
H: -1.669 -9.260 0.127
Br: -0.801 3.753 0.100
C: -1.711 4.582 1.601
C: -3.135 4.115 1.704
Br: -4.267 4.942 0.349
H: -1.623 5.655 1.471
H: -1.155 4.274 2.484
H: -3.564 4.406 2.661
H: -3.225 3.042 1.574

Forces on atoms 1 to 2 (eV/Å):
C 0.046 0.352 -0.087
C 0.370 -0.049 0.284

DFT (the ωB97M-V functional and the def2-TZVPD basis) results for a structure of composition C22H42Cl2MnN5O4SSi4Te.

Kohn-Sham gap (spin up / spin down) = 6.554 / 6.581 eV
multiplicity = 6
LUMO (spin up / spin down) = 2.13 / 2.09 eV
HOMO level (spin up / spin down) = -4.43 / -4.49 eV
total charge = -1
ΔE to the lowest compared entry with this formula, charge and spin = 9.6 kcal/mol
E = -5334.15045 Eh
max |F| = 0.0097 hartree/bohr

Geometry (Å):
Mn: -0.355 -1.817 -0.557
Cl: 4.427 -7.561 -0.535
C: 3.617 -6.017 -0.528
C: 4.217 -4.932 -1.186
C: 3.611 -3.709 -1.187
Cl: 4.349 -2.381 -2.023
C: 2.353 -3.453 -0.529
O: 1.839 -2.298 -0.529
C: 1.772 -4.603 0.093
C: 0.497 -4.517 0.756
O: -0.246 -3.539 0.819
C: 2.416 -5.854 0.097
H: 5.161 -5.068 -1.696
H: 0.176 -5.447 1.265
H: 1.940 -6.689 0.598
C: -6.764 -1.651 -0.258
C: -5.721 -1.946 0.748
N: -5.773 -2.854 1.676
N: -4.557 -2.751 2.296
C: -3.747 -1.820 1.760
S: -2.197 -1.390 2.207
N: -4.517 -1.300 0.767
N: -4.210 -0.211 -0.051
H: -7.668 -2.203 -0.012
H: -6.402 -1.938 -1.247
H: -6.967 -0.580 -0.279
H: -4.308 -3.356 3.057
H: -3.336 0.182 0.309
H: -3.998 -0.613 -0.967
N: 0.222 -2.251 -2.807
C: -0.701 -3.114 -3.549
C: -2.084 -2.492 -3.619
C: -2.836 -2.373 -2.289
O: -4.036 -2.085 -2.342
O: -2.171 -2.534 -1.214
H: 0.277 -1.325 -3.226
H: 1.167 -2.620 -2.795
H: -0.752 -4.075 -3.033
H: -0.345 -3.309 -4.568
H: -2.719 -3.048 -4.310
H: -2.010 -1.480 -4.034
C: 4.058 2.699 1.575
Si: 2.942 1.457 0.687
C: 3.686 1.044 -0.987
C: 2.868 -0.110 1.719
Si: 0.796 2.345 0.391
Te: -0.527 0.839 -1.076
Si: -0.274 2.775 2.437
C: 0.156 1.486 3.738
C: 0.285 4.447 3.123
C: -2.133 2.840 2.195
Si: 0.861 4.332 -0.855
C: 1.560 4.016 -2.575
C: 1.919 5.690 -0.074
C: -0.898 4.988 -1.023
H: 5.050 2.269 1.742
H: 3.647 2.979 2.547
H: 4.183 3.612 0.990
H: 4.705 0.664 -0.872
H: 3.714 1.913 -1.646
H: 3.087 0.267 -1.466
H: 3.861 -0.567 1.779
H: 2.203 -0.837 1.252
H: 2.518 0.084 2.734
H: 1.212 1.541 4.008
H: -0.069 0.474 3.399
H: -0.434 1.673 4.641
H: 1.368 4.486 3.258
H: -0.182 4.620 4.097
H: -0.002 5.270 2.467
H: -2.491 1.901 1.774
H: -2.421 3.645 1.517
H: -2.637 2.996 3.153
H: 2.640 3.863 -2.535
H: 1.367 4.877 -3.222
H: 1.107 3.134 -3.027
H: 2.961 5.377 0.015
H: 1.570 5.971 0.919
H: 1.894 6.583 -0.706
H: -1.581 4.195 -1.332
H: -0.939 5.789 -1.768
H: -1.256 5.393 -0.074

Forces on atoms 1 to 2 (eV/Å):
Mn 0.302 -0.320 0.050
Cl 0.007 -0.039 0.005

DFT (the ωB97M-V functional and the def2-TZVPD basis) results for a structure of composition C22H42Cl3IrN2O4Si.

Kohn-Sham gap (spin up / spin down) = 5.487 / 6.330 eV
multiplicity = 5
LUMO (spin up / spin down) = 0.44 / -0.26 eV
HOMO level (spin up / spin down) = -5.05 / -6.59 eV
ΔE to the lowest compared entry with this formula, charge and spin = 33.9 kcal/mol
E = -3048.20287 Eh
max |F| = 0.0900 hartree/bohr

Geometry (Å):
C: 1.539 3.217 -3.711
C: 2.122 2.742 -2.398
H: 1.608 4.315 -3.712
H: 0.493 2.902 -3.819
H: 2.132 2.824 -4.548
C: 3.332 3.222 -1.874
C: 3.928 4.516 -2.243
H: 3.927 2.565 -1.250
H: 3.214 5.345 -2.124
H: 4.318 4.570 -3.270
H: 4.751 4.699 -1.539
Ir: -1.553 -1.442 0.745
Cl: -1.632 -3.046 -1.007
Cl: -3.681 -0.892 1.503
H: -4.373 -4.976 3.823
H: -4.956 -5.888 1.114
C: -4.320 -4.025 3.274
C: -4.836 -4.799 0.981
N: -3.863 -4.232 1.901
H: -3.668 -3.331 3.805
C: -2.609 -4.042 1.519
O: -1.831 -3.142 1.990
H: -4.527 -4.600 -0.051
H: -2.210 -4.761 0.761
H: -5.336 -3.616 3.214
H: -5.805 -4.326 1.177
H: -0.854 2.960 0.964
H: 1.960 3.089 1.454
C: -0.830 2.670 2.026
C: 1.594 2.758 2.435
N: 0.394 1.931 2.311
H: -1.689 2.046 2.294
C: 0.358 0.610 2.538
O: -0.667 -0.124 2.375
H: 2.391 2.214 2.951
H: 1.274 0.194 3.004
H: -0.824 3.590 2.617
H: 1.359 3.679 2.978
O: 0.988 2.333 -1.460
C: 1.731 1.290 -1.974
C: 2.908 0.643 0.229
C: 2.645 0.472 -1.142
H: 2.335 1.362 0.807
C: 3.928 -0.100 0.822
H: 1.258 0.738 -2.819
C: 3.435 -0.393 -1.907
H: 4.181 0.073 1.865
C: 4.664 -1.027 0.064
C: 4.438 -1.137 -1.316
H: 3.228 -0.429 -2.975
H: 5.468 -1.603 0.540
H: 5.029 -1.778 -1.950
Si: -2.440 1.284 -1.438
Cl: -0.614 0.182 -0.485
C: -3.383 2.183 -0.102
C: -3.498 -0.259 -1.694
C: -1.938 2.280 -2.931
H: -2.793 2.394 0.789
H: -4.236 1.563 0.205
H: -3.797 3.114 -0.503
H: -1.524 3.259 -2.623
H: -2.854 2.486 -3.528
H: -1.223 1.738 -3.575
H: -2.926 -1.190 -1.576
H: -3.978 -0.254 -2.679
H: -4.300 -0.296 -0.940
C: 1.658 -3.801 1.643
C: 1.375 -2.987 0.422
O: 0.540 -1.869 0.847
H: 2.306 -3.261 2.328
H: 2.155 -4.706 1.320
H: 0.732 -4.071 2.150
H: 2.244 -2.517 -0.033
H: 0.814 -3.501 -0.348
H: 0.814 -1.633 1.757

Forces on atoms 1 to 2 (eV/Å):
C 0.492 0.391 0.254
C -1.973 -2.774 -0.130

DFT (the ωB97M-V functional and the def2-TZVPD basis) results for a structure of composition C22H42Cl3N2O3PbSSi.

Kohn-Sham gap = 7.315 eV
LUMO = 2.55 eV
HOMO level = -4.77 eV
total charge = -1
ΔE to the lowest compared entry with this formula, charge and spin = 3.1 kcal/mol
E = -3460.05585 Eh
max |F| = 0.0341 hartree/bohr

Geometry (Å):
C: 1.658 -0.806 -3.197
C: 1.041 0.528 -2.979
H: 1.588 -1.132 -4.240
H: 1.173 -1.547 -2.539
H: 2.722 -0.787 -2.913
C: 0.530 1.305 -3.950
C: 0.418 0.939 -5.393
H: 0.192 2.314 -3.712
H: 0.594 -0.127 -5.577
H: 1.131 1.508 -6.008
H: -0.582 1.197 -5.765
Pb: 0.196 -0.896 1.205
Cl: 2.664 0.009 1.361
Cl: 0.567 -2.740 -0.522
C: 0.436 2.720 1.999
O: -0.433 1.832 2.082
N: 0.195 4.035 2.169
C: -1.133 4.503 2.537
C: 1.224 5.057 2.035
H: 1.494 2.477 1.781
H: -1.812 3.651 2.596
H: -1.499 5.220 1.792
H: -1.094 5.018 3.505
H: 2.148 4.599 1.665
H: 1.412 5.535 3.008
H: 0.892 5.826 1.323
H: -1.569 -1.049 -2.630
H: -2.192 1.594 -2.911
C: -2.500 -1.121 -2.050
C: -3.116 1.246 -2.420
N: -2.842 0.171 -1.484
H: -2.379 -1.854 -1.252
C: -2.764 0.400 -0.157
O: -2.597 -0.480 0.699
H: -3.576 2.082 -1.877
H: -2.854 1.478 0.098
H: -3.312 -1.410 -2.726
H: -3.805 0.874 -3.188
O: -0.014 0.369 -0.831
C: 0.994 0.982 -1.498
C: -0.260 3.211 -1.284
C: 0.945 2.519 -1.366
H: -1.187 2.633 -1.172
C: -0.258 4.609 -1.335
H: 1.954 0.661 -1.049
C: 2.156 3.214 -1.406
H: -1.211 5.148 -1.289
C: 0.947 5.306 -1.416
C: 2.158 4.611 -1.445
H: 3.089 2.646 -1.406
H: 0.945 6.405 -1.448
H: 3.104 5.154 -1.478
Si: 0.472 -6.396 0.362
Cl: 0.733 -5.710 -1.592
C: -1.373 -6.367 0.697
C: 1.662 -5.505 1.498
C: 0.895 -8.232 0.338
H: -1.816 -5.395 0.452
H: -1.597 -6.612 1.744
H: -1.843 -7.136 0.065
H: 0.181 -8.759 -0.310
H: 0.833 -8.671 1.343
H: 1.902 -8.406 -0.055
H: 1.534 -4.414 1.455
H: 2.693 -5.742 1.197
H: 1.531 -5.846 2.536
C: -0.510 -2.007 5.344
S: -1.132 -0.557 4.485
C: 0.184 0.580 4.930
H: -0.450 -2.827 4.618
H: -1.228 -2.266 6.130
H: 0.475 -1.817 5.782
H: 0.578 0.318 5.917
H: 0.968 0.555 4.163
H: -0.271 1.577 4.958

Forces on atoms 1 to 2 (eV/Å):
C -0.104 -0.523 0.096
C -0.410 1.265 0.040